A molecular structure, C30H25FMoN7O4STe, computed with ωB97M-V with the def2-TZVPD basis set.

Computed properties:
2S+1 ... 3
Highest occupied orbital energy (spin up / spin down) ... -0.6155 / -0.6158 Ha
Frontier orbital gap (spin up / spin down) ... 7.7 / 7.0 eV
ΔE to the lowest compared entry with this formula, charge and spin ... 0.0 kcal per mole
E_LUMO (spin up / spin down) ... -9.04 / -9.76 eV
DFT total energy ... -2676.0074 a.u.
Charge ... +3
⟨S²⟩ ... 2.03

Element x y z (Å)
Mo  0.428  -0.101  0.942
N  -0.374  -3.913  -0.674
C  -1.516  -3.390  -1.289
C  -2.469  -3.994  -2.104
C  -3.546  -3.212  -2.459
C  -3.674  -1.887  -2.002
C  -2.717  -1.298  -1.202
C  -1.602  -2.070  -0.865
N  -0.484  -1.803  -0.040
C  0.172  -2.954  0.067
C  1.264  -3.061  1.025
C  2.072  -4.087  1.371
S  3.101  -3.598  2.637
C  2.421  -2.057  2.635
N  1.463  -1.900  1.754
H  -0.051  -4.867  -0.739
H  -2.384  -5.023  -2.428
H  -4.320  -3.633  -3.087
H  -4.553  -1.321  -2.281
H  -2.840  -0.283  -0.852
H  2.121  -5.086  0.964
H  2.765  -1.266  3.284
C  -0.997  1.667  -2.855
C  -0.482  0.800  -1.891
N  -0.519  1.083  -0.595
C  -1.038  2.282  -0.208
C  -1.588  3.193  -1.092
C  -1.564  2.853  -2.460
C  -2.102  4.440  -0.579
C  -1.990  4.742  0.730
C  -1.350  3.830  1.645
C  -1.103  4.123  2.999
C  -0.409  3.227  3.774
C  0.017  2.024  3.209
N  -0.256  1.703  1.948
C  -0.908  2.607  1.168
H  -0.943  1.383  -3.897
H  -0.042  -0.147  -2.166
H  -1.968  3.540  -3.194
H  -2.559  5.138  -1.269
H  -2.351  5.690  1.108
H  -1.440  5.064  3.417
H  -0.173  3.434  4.808
H  0.597  1.317  3.784
F  5.629  1.134  -4.211
C  4.749  0.713  -3.332
C  4.846  1.007  -2.040
N  3.901  0.553  -1.104
C  4.038  0.930  0.307
C  2.672  1.370  0.767
O  2.040  2.204  0.165
O  2.154  0.647  1.769
C  2.845  -0.190  -1.481
O  1.966  -0.628  -0.677
N  2.766  -0.495  -2.790
C  3.645  -0.097  -3.840
O  3.429  -0.422  -4.966
H  5.659  1.605  -1.656
H  4.745  1.754  0.385
H  4.400  0.085  0.887
H  2.011  -1.104  -3.082
C  -2.062  -2.826  2.451
Te  -1.410  -0.885  2.928
C  -3.186  0.103  2.376
H  -2.819  -3.072  3.192
H  -1.223  -3.511  2.548
H  -2.478  -2.828  1.448
H  -3.432  -0.147  1.349
H  -3.041  1.172  2.507
H  -3.948  -0.260  3.062

Atomic forces in eV per Å
1.007 -0.173 0.132
-0.219 -0.176 -0.221
0.172 -0.400 0.046
0.031 0.019 0.025
-0.049 0.066 -0.001
-0.012 -0.070 -0.039
0.073 0.033 -0.051
0.247 0.297 0.229
-0.480 -0.073 -0.167
0.213 0.127 0.191
-0.366 0.401 -0.152
0.108 -0.201 0.038
0.237 -0.183 0.140
-0.069 0.123 -0.059
-0.095 -0.210 -0.144
-0.027 -0.010 -0.015
0.013 0.028 0.013
-0.002 0.021 0.008
0.009 -0.011 -0.002
0.031 0.043 -0.025
0.004 0.027 0.014
-0.026 0.009 -0.006
0.035 -0.137 -0.015
-0.125 0.074 -0.005
0.117 0.031 0.132
0.146 -0.330 0.208
-0.195 0.320 -0.243
-0.055 0.155 -0.014
0.044 -0.148 -0.191
0.078 -0.038 0.193
-0.183 0.411 0.050
-0.059 0.142 0.021
0.045 -0.068 0.009
-0.052 0.077 -0.013
-0.019 -0.010 -0.164
0.131 -0.343 -0.021
-0.008 0.040 0.002
-0.018 -0.024 -0.002
-0.013 -0.020 0.021
0.017 -0.019 -0.006
-0.004 -0.020 0.017
0.007 -0.014 -0.013
-0.008 0.013 -0.014
0.014 -0.021 0.002
-0.022 -0.002 0.035
-0.006 -0.053 -0.196
-0.023 0.033 0.367
0.106 0.127 -0.038
0.213 -0.140 -0.112
-0.465 -0.199 0.678
0.018 0.246 -0.063
-0.221 0.149 -0.620
0.136 -0.014 0.020
-0.210 0.231 0.112
-0.123 -0.089 -0.065
-0.055 -0.049 -0.141
-0.026 -0.029 0.008
-0.023 -0.007 0.030
-0.003 0.011 -0.046
0.021 -0.002 0.047
0.058 0.035 0.001
-0.070 -0.030 0.000
0.356 0.158 0.149
-0.062 -0.027 -0.021
-0.030 -0.089 -0.035
-0.007 -0.023 0.004
-0.054 -0.090 -0.002
-0.074 0.027 0.016
-0.035 0.000 0.006
-0.091 0.071 -0.038